No. 1
Here is C4H7ClO2 as an isolated structure in a non-equilibrium geometry from the Open Molecules 2025 dataset. Energies are from ωB97M-V with the def2-TZVPD basis set.

XYZ file:
```
14
Properties=species:S:1:pos:R:3:forces:R:3:nbo_charge:R:1
C 0.71411 -1.90755 1.03019 -1.5 2.6 -5.1 0.483
C 0.43483 -0.29638 -1.42070 1.7 0.8 3.3 -0.669
C -0.52163 1.82007 0.55604 -1.4 1.6 0.7 -0.270
C -0.04476 -0.41840 0.08428 2.0 -1.4 0.3 0.199
O 1.24467 -2.73300 0.36121 -0.1 0.3 1.4 -0.478
O 0.15583 0.66290 0.88997 1.7 -0.8 0.5 -0.550
Cl -1.78474 -0.75603 -0.00508 -1.0 -0.7 0.2 -0.103
H 0.36828 -1.81807 2.02937 0.1 -0.4 1.5 0.146
H -0.17027 0.42320 -1.92052 -0.5 0.1 -0.7 0.220
H 0.36911 -1.30268 -1.67516 -0.3 -1.5 -1.5 0.235
H 1.51838 -0.00014 -1.46956 -1.0 -0.2 0.2 0.220
H -1.46271 1.77804 1.13463 0.2 0.5 -0.1 0.183
H -0.88448 1.80320 -0.48290 0.7 0.5 0.1 0.182
H 0.06337 2.74485 0.88824 -0.7 -1.4 -0.8 0.202
```
Positions in Å, forces in eV/Å.

Output
Strongest force on any atom: 5.91 eV/A
2S+1: 1
Frontier orbital gap: 9.94 eV

No. 2
Here is a 2-piece molecular cluster, C2H5O2S2 overall from the Open Molecules 2025 dataset. Energies are from ωB97M-V with the def2-TZVPD basis set.

XYZ file:
```
11
Properties=species:S:1:pos:R:3:forces:R:3:nbo_charge:R:1
C -0.71770 -0.40655 0.06660 -0.7 0.5 -0.1 -0.712
S -2.53773 -0.39395 0.21315 -0.1 -0.4 0.2 0.031
S -2.70122 0.38600 2.15481 -0.1 -0.2 -0.3 -0.177
H -0.32286 -0.70222 1.02886 0.3 0.2 0.0 0.214
H -0.41015 -1.12320 -0.68545 -0.2 -0.2 -0.1 0.235
H -0.42312 0.57201 -0.27981 0.5 0.0 0.3 0.273
H -3.73058 1.19171 1.86425 0.1 0.2 0.0 0.124
O 3.54958 0.14679 -2.01805 0.1 0.1 -0.2 -0.778
C 2.70790 0.13623 -1.10510 0.1 -0.2 0.1 0.630
O 1.69706 0.84918 -0.92626 0.0 0.1 0.0 -0.811
H 2.88882 -0.65601 -0.31300 -0.1 0.1 0.0 -0.029
```
Positions in Å, forces in eV/Å.

Output
Strongest force on any atom: 0.86 eV/A
2S+1: 1
Charge: -1
Frontier orbital gap: 6.73 eV

No. 3
Here is a 2-piece molecular cluster, C6H7Cl2N overall in a non-equilibrium geometry from the Open Molecules 2025 dataset. Energies are from ωB97M-V with the def2-TZVPD basis set.

XYZ file:
```
16
Properties=species:S:1:pos:R:3:forces:R:3:nbo_charge:R:1
C -2.12207 -0.05557 -0.16465 2.1 0.8 1.5 -0.168
C -2.20892 1.28540 0.25840 -0.3 -0.2 0.6 -0.275
C -1.09811 2.07821 0.53810 1.2 -2.4 -1.2 0.030
N 0.15819 1.52833 0.42281 -1.0 0.5 -0.2 -0.440
C 0.27249 0.24967 0.03638 -2.1 0.3 1.2 0.039
C -0.80724 -0.60344 -0.22576 -2.6 1.1 -0.2 -0.274
H -3.04274 -0.61950 -0.13703 0.1 -0.3 -0.5 0.215
H -3.16843 1.61602 0.62777 -0.3 0.4 -0.5 0.208
H -1.20496 3.12173 0.79510 0.2 0.0 0.3 0.200
H 1.25087 -0.20725 0.01641 -2.7 1.9 0.7 0.162
H -0.75972 -1.66112 -0.43893 0.6 -0.1 -0.1 0.211
Cl 1.84796 -0.54750 -1.72020 2.4 -1.9 -1.9 -0.023
C 2.58841 -1.52724 -0.32822 0.7 0.8 -1.0 -0.390
Cl 2.62445 -0.51069 1.13356 2.1 -1.2 1.1 0.034
H 2.04059 -2.46123 -0.20306 -0.1 0.4 0.1 0.229
H 3.62918 -1.68582 -0.61063 -0.4 -0.1 0.0 0.243
```
Positions in Å, forces in eV/Å.

Output
Strongest force on any atom: 3.54 eV/A
SMILES: c1ccncc1.ClCCl
2S+1: 1
Frontier orbital gap: 9.67 eV

No. 4
Here is a 19-piece molecular cluster, H37O19 overall in a non-equilibrium geometry from the Open Molecules 2025 dataset. Energies are from ωB97M-V with the def2-TZVPD basis set.

XYZ file:
```
56
Properties=species:S:1:pos:R:3:forces:R:3:nbo_charge:R:1
O 3.05809 2.72047 2.86056 -2.8 -0.1 0.6 -0.940
H 0.74328 -0.16453 -4.08286 -0.1 -0.2 0.7 0.498
H 2.26641 1.26383 -0.65832 -0.3 0.0 0.2 0.465
O -2.79765 -1.36281 3.04660 -1.7 2.0 -0.5 -0.999
H -5.10369 -0.76720 -1.35986 0.0 -0.2 0.2 0.484
H -2.51410 -1.93017 2.33495 0.6 -0.7 0.5 0.503
O 1.80285 1.27770 0.19464 -0.1 -0.9 -0.4 -0.959
H 2.11228 0.07018 3.57232 -0.2 0.3 0.2 0.467
H 1.04574 2.75979 -1.48707 1.7 0.8 -0.8 0.500
O -2.04301 -3.81632 0.61268 -0.6 0.1 -0.4 -0.963
H -1.97348 -2.91280 0.26251 0.3 0.0 0.3 0.493
H -1.47481 -3.77972 1.38126 0.4 -0.2 0.1 0.469
O 0.00440 -1.42028 3.27607 -2.6 -1.4 -2.9 -0.967
H 3.84998 3.64486 -0.37123 0.5 0.9 0.5 0.461
H -0.44110 -2.07303 2.54793 1.9 1.8 2.4 0.479
O 1.51113 -2.65692 1.13819 0.0 -0.2 -0.3 -1.034
H 2.22632 -3.11431 -1.25531 0.1 0.3 0.3 0.492
H 0.60772 -2.32399 0.85384 0.4 0.1 -0.2 0.500
O 1.89943 3.10977 -1.90452 -1.6 -0.8 0.6 -0.965
H -0.71424 -0.94793 -1.00510 0.1 0.6 1.0 0.527
H 2.23015 3.72258 -1.23964 -0.3 0.1 0.1 0.469
O -0.69961 -1.41083 0.62807 0.0 0.3 -0.2 -1.276
H -1.68016 -0.41688 -2.01825 -0.1 0.2 -0.5 0.477
O 3.46496 0.71800 -3.12860 0.5 -1.1 -0.2 -0.968
H 1.99932 -2.15619 -2.47268 0.6 0.9 -0.4 0.474
H 3.01992 1.22661 -2.45884 -0.3 0.6 0.0 0.454
O 2.55371 -0.75337 3.77903 0.8 -0.2 -0.6 -0.925
H -4.19462 -0.53446 -2.57400 -0.2 0.1 0.1 0.478
H 2.78375 -1.06419 2.88542 0.1 0.1 0.6 0.460
O -1.86281 1.28576 0.30431 0.2 1.2 -0.4 -1.025
H -1.52303 0.81078 -0.49250 -0.1 -0.1 0.9 0.503
H -1.06100 3.86544 1.23891 0.0 -0.6 -0.1 0.471
O -4.68393 -0.07782 -1.87644 0.2 -0.3 -0.7 -0.951
H 1.55372 -2.27580 2.01768 0.1 -0.1 0.4 0.469
H -2.47951 -3.66468 -2.29463 0.1 -0.1 -0.9 0.467
O 1.76813 -2.98202 -2.08744 -0.7 -1.4 0.2 -0.970
H -1.18298 -3.03353 -2.41371 0.7 0.0 -0.5 0.478
H -0.31093 -0.57556 0.95716 -0.4 -0.7 -0.4 0.429
O -0.83344 -0.16642 -1.63456 -0.2 -0.9 -0.5 -1.003
H 1.43197 0.37496 0.23387 0.2 0.4 0.2 0.490
H 2.90926 -0.09859 -3.19009 0.4 1.1 -0.1 0.490
O -4.54578 1.82994 0.03693 -1.8 0.9 1.3 -1.019
H -3.62822 2.01216 0.25487 0.3 -0.7 -1.0 0.503
H -4.78494 1.42876 -0.79914 1.2 0.0 -0.1 0.491
O -1.87752 -3.35235 -3.00652 -0.7 0.1 1.5 -0.943
H -0.55392 -0.69295 2.90398 0.6 -0.2 1.0 0.464
H 3.17185 3.40587 2.21012 1.1 0.5 -0.5 0.481
O 3.71934 3.37906 0.55427 0.0 -1.2 -2.7 -0.949
H -1.90597 0.70804 1.06277 -0.1 -0.6 -0.1 0.492
H 3.50282 2.44338 0.28934 0.0 0.7 1.6 0.496
O 1.23537 -0.57962 -3.36077 0.3 -0.5 -0.2 -1.005
H 0.69157 -0.71813 -2.56526 -0.7 0.6 -0.8 0.515
H -2.60055 -1.47866 3.96904 0.8 -1.1 -0.2 0.496
O -1.55799 4.23925 0.51415 -0.3 0.5 -0.8 -0.963
H 2.05917 2.73293 2.75773 1.5 -0.7 0.7 0.450
H -1.79922 3.52882 -0.10968 0.4 0.1 0.9 0.490
```
Positions in Å, forces in eV/Å.

Output
Strongest force on any atom: 4.18 eV/A
2S+1: 1
Charge: -1
Frontier orbital gap: 9.31 eV

> Which of these has the lowest frontier orbital gap?

C2H5O2S2

> The lowest frontier orbital gap belongs to which entry?

C2H5O2S2